Version w
Formula: C5H12N2S
Source: the OMol25 dataset
Level of theory: ωB97M-V/def2-TZVPD

Last column: Löwdin charge in e.
CARTESIAN COORDINATES (ANGSTROEM)
C1 -1.795 0.100 0.843  -0.268
C2 -1.174 -0.060 -0.603  -0.263
C3 -1.022 -0.806 1.729  -0.015
C4 0.205 0.496 -0.937  -0.410
C5 0.596 1.899 -0.362  -0.085
N1 1.706 -2.077 -0.904  -0.309
N2 2.785 -0.110 0.197  -0.295
S1 1.409 -0.772 -0.116  0.816
H1 -1.779 1.238 1.140  0.138
H2 -2.783 -0.180 0.770  0.064
H3 -1.159 -1.137 -0.832  0.092
H4 -1.983 0.341 -1.328  0.142
H5 -0.648 -0.532 2.682  0.027
H6 -1.287 -1.920 1.769  0.084
H7 0.208 0.213 -1.975  0.103
H8 1.449 1.735 0.370  0.067
H9 -0.169 2.542 0.036  0.060
H10 0.964 2.346 -1.283  0.071
H11 0.894 -2.610 -1.194  -0.022
H12 3.583 -0.706 -0.001  0.001

Output
**LUMO (spin up / spin down)**: -0.84 / 0.16 eV
**Frontier orbital gap (spin up / spin down)**: 7.6 / 8.0 eV
**Spin multiplicity**: 1
**Molar mass**: 132.2 g/mol
**HOMO (spin up / spin down)**: -8.4 / -7.8 eV

=====

Version x
Formula: C5H12N2S
Source: the OMol25 dataset
Level of theory: ωB97M-V/def2-TZVPD

Last column: Löwdin charge in e.
CARTESIAN COORDINATES (ANGSTROEM)
C1 -1.646 -0.780 -0.637  -0.089
C2 -0.283 -0.077 -0.550  -0.811
C3 0.745 -1.117 -0.221  -0.316
C4 -0.373 0.895 0.595  -0.338
C5 0.752 1.832 0.905  -0.130
H1 -1.547 -1.710 -1.252  0.098
H2 -2.083 -1.035 0.322  0.082
H3 -2.369 -0.130 -1.064  0.066
H4 1.536 0.717 -1.909  -0.110
H5 0.697 -1.882 -1.027  0.114
H6 1.762 -0.737 -0.241  0.100
H7 0.044 -2.568 1.102  0.072
H8 1.375 -1.919 1.663  0.067
H9 -0.855 0.485 1.463  0.123
H10 1.607 1.877 0.176  0.104
H11 0.972 2.238 1.834  0.069
H12 -0.520 2.567 -0.565  0.027
N1 0.549 -1.686 1.134  0.025
N2 -0.567 2.380 0.426  0.023
S1 0.202 0.653 -2.156  0.823

Output
**LUMO**: 0.72 eV
**Frontier orbital gap**: 10.0 eV
**Spin multiplicity**: 1
**Molar mass**: 132.2 g/mol
**HOMO**: -9.3 eV

=====

On energetic grounds, version x is preferred over the next structure by 0.1659 hartree.

=====

Version w
Formula: C24H31N2
Source: the OMol25 dataset
Level of theory: ωB97M-V/def2-TZVPD

Last column: Löwdin charge in e.
CARTESIAN COORDINATES (ANGSTROEM)
C1 2.622 3.000 1.377  -0.013
C2 2.275 1.589 1.641  -0.266
N1 3.118 0.604 1.218  0.133
C3 2.603 -0.643 1.520  -0.202
C4 1.348 -0.438 2.159  -0.152
C5 0.535 -1.557 2.399  -0.037
C6 1.009 -2.827 2.045  -0.075
C7 2.281 -3.010 1.482  -0.075
C8 3.090 -1.902 1.203  -0.013
C9 1.161 1.003 2.264  -0.117
C10 -0.080 1.721 2.725  -0.182
C11 -1.417 1.047 2.199  -0.123
C12 -1.372 0.221 1.061  -0.041
C13 -2.503 -0.472 0.608  -0.009
C14 -3.739 -0.311 1.242  -0.268
C15 -4.976 -1.064 0.853  -0.046
C16 -3.823 0.642 2.249  -0.033
C17 -2.704 1.352 2.663  -0.057
H1 1.723 3.578 1.117  0.088
H2 3.103 3.488 2.251  0.081
H3 3.329 3.068 0.525  0.098
H4 4.012 0.764 0.732  0.183
H5 -0.466 -1.430 2.815  0.111
H6 0.368 -3.698 2.212  0.108
H7 2.635 -4.014 1.267  0.106
H8 4.088 -1.984 0.769  0.116
H9 -0.027 2.688 2.207  0.151
H10 -0.429 0.093 0.531  0.124
H11 -2.400 -1.122 -0.256  0.123
H12 -5.813 -0.731 1.483  0.079
H13 -5.272 -0.905 -0.196  0.091
H14 -4.863 -2.148 0.999  0.090
H15 -4.786 0.881 2.687  0.117
H16 -2.917 2.183 3.325  0.077
C18 3.070 2.839 6.920  -0.050
C19 2.280 2.050 5.850  -0.398
C20 3.236 1.347 4.912  -0.062
C21 1.274 2.887 5.056  -0.058
C22 0.495 3.719 6.049  -0.161
C23 -0.916 3.928 5.551  -0.143
C24 -1.269 2.883 4.502  -0.138
N2 -0.068 2.052 4.140  0.053
H17 3.608 3.687 6.476  0.099
H18 2.428 3.230 7.718  0.076
H19 3.807 2.181 7.400  0.095
H20 1.669 1.301 6.386  0.151
H21 3.684 2.067 4.204  0.088
H22 4.051 0.869 5.473  0.093
H23 2.707 0.574 4.339  0.074
H24 1.700 3.428 4.192  0.145
H25 0.449 3.176 7.009  0.124
H26 1.017 4.668 6.243  0.144
H27 -1.648 3.859 6.357  0.123
H28 -1.011 4.929 5.121  0.123
H29 -2.059 2.221 4.913  0.139
H30 -1.544 3.414 3.581  0.132
H31 -0.086 1.191 4.695  0.181

Output
**LUMO**: -2.27 eV
**Frontier orbital gap**: 8.4 eV
**Spin multiplicity**: 1
**Molar mass**: 347.5 g/mol
**Net charge**: +1
**HOMO**: -10.6 eV

=====

Version x
Formula: C24H31N2
Source: the OMol25 dataset
Level of theory: ωB97M-V/def2-TZVPD

Last column: Löwdin charge in e.
CARTESIAN COORDINATES (ANGSTROEM)
C1 2.434 1.784 1.279  -0.038
C2 1.371 1.635 2.307  -0.183
C3 0.019 1.884 2.004  -0.120
N1 -0.347 2.210 0.668  0.021
C4 0.081 1.572 -0.470  -0.110
N2 -0.439 2.241 -1.508  -0.106
C5 -0.176 2.006 -2.909  0.004
C6 -1.170 3.346 -1.044  -0.019
C7 -1.092 3.343 0.287  -0.010
C8 -0.945 1.925 3.028  -0.193
C9 -2.386 2.215 2.764  -0.048
C10 -0.538 1.684 4.348  0.004
C11 0.788 1.381 4.664  -0.256
C12 1.164 1.072 6.084  -0.046
C13 1.735 1.371 3.635  0.009
H1 3.279 1.122 1.500  0.095
H2 2.045 1.535 0.283  0.024
H3 2.814 2.816 1.225  0.108
H4 0.338 1.047 -3.041  0.088
H5 -1.116 2.000 -3.478  0.106
H6 0.454 2.809 -3.321  0.108
H7 -1.668 4.012 -1.723  0.129
H8 -1.506 4.019 1.012  0.123
H9 -2.972 1.854 3.618  0.087
H10 -2.580 3.294 2.689  0.084
H11 -2.777 1.722 1.866  0.085
H12 -1.287 1.734 5.144  0.128
H13 2.249 0.976 6.185  0.078
H14 0.820 1.857 6.770  0.089
H15 0.706 0.130 6.416  0.091
H16 2.785 1.176 3.873  0.125
C14 2.407 -0.509 -1.444  -0.074
C15 0.963 -0.664 -1.280  -0.039
C16 0.231 -1.746 -1.735  -0.130
C17 -1.194 -1.821 -1.463  -0.164
C18 -1.850 -0.807 -0.587  -0.029
C19 -1.985 -2.816 -2.014  0.008
C20 -1.446 -3.836 -2.800  -0.215
C21 -2.317 -4.914 -3.359  -0.023
C22 -0.068 -3.826 -3.037  0.002
C23 0.778 -2.853 -2.535  -0.142
C24 2.225 -3.020 -2.868  -0.043
H17 2.756 0.429 -1.005  0.057
H18 2.981 -1.322 -0.965  0.110
H19 2.686 -0.480 -2.510  0.095
H20 0.366 0.335 -0.571  0.041
H21 -2.902 -1.074 -0.420  0.093
H22 -1.357 -0.729 0.392  0.103
H23 -1.836 0.186 -1.056  0.083
H24 -3.059 -2.807 -1.817  0.130
H25 -1.714 -5.636 -3.916  0.085
H26 -2.849 -5.449 -2.562  0.101
H27 -3.077 -4.503 -4.035  0.101
H28 0.351 -4.632 -3.645  0.124
H29 2.355 -3.954 -3.431  0.088
H30 2.611 -2.221 -3.512  0.091
H31 2.858 -3.104 -1.976  0.093

Output
**LUMO**: -4.19 eV
**Frontier orbital gap**: 6.6 eV
**Spin multiplicity**: 1
**Molar mass**: 347.5 g/mol
**Net charge**: +1
**HOMO**: -10.8 eV

=====

On energetic grounds, version w is preferred over the next structure by 0.0844 hartree.

=====

Version w
Formula: C12H15N2O
Source: the OMol25 dataset
Level of theory: ωB97M-V/def2-TZVPD

Last column: Löwdin charge in e.
CARTESIAN COORDINATES (ANGSTROEM)
C1 2.198 2.637 0.263  -0.051
C2 0.998 3.407 0.256  -0.042
C3 2.131 1.306 0.222  -0.022
C4 -0.242 2.790 0.249  0.007
C5 0.865 0.654 0.124  -0.076
C6 -0.316 1.386 -0.003  -0.130
C7 -0.948 -0.767 0.119  -0.134
C8 -2.751 0.916 0.023  -0.497
C9 0.605 -0.885 0.124  -0.381
C10 -1.889 -1.898 0.284  0.036
C11 1.143 -1.753 1.230  0.007
C12 0.827 -1.493 -1.282  -0.005
N1 -1.356 0.448 -0.138  0.128
N2 -3.028 1.810 -0.946  0.214
O1 -3.508 0.516 0.838  0.158
H1 3.229 3.013 0.487  0.139
H2 1.066 4.412 0.450  0.085
H3 2.914 0.630 0.464  0.113
H4 -1.098 3.557 0.275  0.144
H5 -1.339 -2.846 0.546  0.115
H6 -2.477 -1.982 -0.668  0.131
H7 -2.639 -1.417 1.095  0.156
H8 2.261 -1.566 1.487  0.148
H9 0.890 -2.682 0.881  0.052
H10 0.642 -1.689 2.120  0.067
H11 0.164 -2.403 -1.437  0.108
H12 1.856 -2.045 -1.414  0.141
H13 0.753 -0.677 -2.026  0.106
H14 -2.471 2.130 -1.683  0.100
H15 -3.853 2.461 -0.749  0.182

Output
**LUMO (spin up / spin down)**: -4.38 / -4.38 eV
**Frontier orbital gap (spin up / spin down)**: 8.5 / 8.5 eV
**Spin multiplicity**: 1
**Molar mass**: 203.3 g/mol
**Net charge**: +1
**HOMO (spin up / spin down)**: -12.9 / -12.9 eV

=====

Version x
Formula: C12H15N2O
Source: the OMol25 dataset
Level of theory: ωB97M-V/def2-TZVPD

Last column: Löwdin charge in e.
CARTESIAN COORDINATES (ANGSTROEM)
C1 1.314 -0.162 -1.052  -0.026
C2 1.733 -0.879 1.248  -0.055
C3 2.454 0.611 -0.948  -0.067
C4 2.968 -0.344 1.213  -0.014
C5 0.925 -0.956 0.083  -0.242
C6 3.320 0.586 0.132  -0.227
C7 -3.159 1.201 0.127  -0.385
C8 -1.387 -1.844 -0.897  -0.135
C9 -3.581 -1.021 0.436  0.002
C10 -0.202 -1.845 0.040  -0.001
C11 -2.520 -0.808 -0.649  -0.102
C12 4.613 1.346 0.051  -0.022
N1 -2.198 0.580 -0.545  0.186
N2 -3.407 2.493 0.352  0.226
O1 -3.946 0.394 0.837  0.056
H1 0.681 -0.098 -1.918  0.094
H2 1.274 -1.187 2.263  0.151
H3 2.790 0.897 -1.895  0.096
H4 3.674 -0.461 1.970  0.095
H5 -1.119 -1.599 -1.960  0.127
H6 -1.932 -2.715 -0.988  0.086
H7 -4.599 -1.519 0.115  0.177
H8 -3.329 -1.480 1.340  0.110
H9 -0.133 -2.578 0.790  0.087
H10 5.397 0.685 0.445  0.097
H11 4.733 1.434 -1.010  0.075
H12 4.432 2.178 0.669  0.076
H13 -1.731 0.999 -1.367  0.195
H14 -2.950 3.314 -0.018  0.134
H15 -4.115 2.780 1.137  0.205

Output
**LUMO (spin up / spin down)**: -4.04 / -3.48 eV
**Frontier orbital gap (spin up / spin down)**: 6.0 / 8.5 eV
**Spin multiplicity**: 1
**Molar mass**: 203.3 g/mol
**Net charge**: +1
**HOMO (spin up / spin down)**: -10.0 / -11.9 eV

=====

On energetic grounds, version w is preferred over the next structure by 0.1007 hartree.

=====

Version w
Formula: C6H11ClSi
Source: the OMol25 dataset
Level of theory: ωB97M-V/def2-TZVPD

Last column: Löwdin charge in e.
CARTESIAN COORDINATES (ANGSTROEM)
C1 0.268 -0.529 -2.070  -0.232
C2 1.380 -0.655 -1.407  -0.775
C3 -1.010 -0.595 -1.248  -0.228
C4 1.348 -0.475 0.209  -0.229
C5 -1.196 -0.663 2.073  -0.151
C6 -0.040 2.091 0.474  -0.162
Si1 -0.430 0.246 0.424  0.718
Cl1 2.946 -0.820 -2.040  0.668
H1 0.047 -0.396 -3.157  0.123
H2 -1.934 -0.166 -1.665  0.066
H3 -1.192 -1.657 -1.108  0.074
H4 1.296 -1.419 0.755  0.060
H5 2.163 0.087 0.560  0.038
H6 -2.189 -0.917 1.939  -0.025
H7 -0.661 -1.580 2.343  0.023
H8 -1.060 -0.063 2.917  -0.015
H9 0.302 2.315 -0.620  0.086
H10 -0.803 2.737 0.666  -0.021
H11 0.765 2.458 0.955  -0.017

Output
**LUMO**: 0.81 eV
**Frontier orbital gap**: 9.7 eV
**Spin multiplicity**: 1
**Molar mass**: 146.7 g/mol
**HOMO**: -8.9 eV

=====

Version x
Formula: C6H11ClSi
Source: the OMol25 dataset
Level of theory: ωB97M-V/def2-TZVPD

Last column: Löwdin charge in e.
CARTESIAN COORDINATES (ANGSTROEM)
C1 -1.067 -2.931 1.047  -0.106
C2 0.494 2.399 1.222  -0.030
C3 -1.013 -1.639 0.975  -0.251
C4 -0.210 1.396 0.753  -0.393
C5 -1.746 1.498 0.345  -0.093
C6 0.821 -0.865 -1.500  -0.200
Si1 0.451 -0.398 0.315  0.418
Cl1 2.337 -0.973 1.277  0.192
H1 -1.873 -3.560 1.447  0.059
H2 -0.271 -3.575 0.617  0.061
H3 1.512 2.368 1.302  0.016
H4 0.127 3.429 1.214  0.070
H5 -1.881 -1.113 1.430  0.044
H6 -2.241 0.847 1.010  0.018
H7 -1.757 1.143 -0.713  0.082
H8 -2.058 2.560 0.534  0.088
H9 0.075 -1.603 -1.737  0.016
H10 0.754 -0.124 -2.249  0.013
H11 1.748 -1.398 -1.359  -0.004

Output
**LUMO**: 0.85 eV
**Frontier orbital gap**: 10.8 eV
**Spin multiplicity**: 1
**Molar mass**: 146.7 g/mol
**HOMO**: -10.0 eV

=====

On energetic grounds, version x is preferred over the next structure by 0.0226 hartree.